{"formula": "C32H31MnN6O3PS2", "method": "wB97M-V/def2-TZVPD", "elements": ["Mn", "O", "C", "C", "C", "C", "C", "C", "C", "P", "C", "C", "C", "C", "C", "C", "C", "C", "C", "C", "C", "C", "H", "H", "H", "H", "H", "H", "H", "H", "H", "H", "H", "H", "H", "H", "C", "O", "C", "O", "N", "N", "H", "H", "H", "H", "H", "H", "N", "C", "S", "C", "C", "C", "N", "C", "C", "H", "H", "H", "H", "H", "H", "C", "C", "C", "C", "N", "C", "S", "N", "H", "H", "H", "H", "H"], "xyz": [[0.238, 0.172, -0.234], [0.770, -2.394, -0.002], [0.226, -1.681, -0.846], [-0.324, -2.192, -2.120], [-0.309, -3.540, -2.477], [-0.774, -3.925, -3.720], [-1.232, -2.970, -4.621], [-1.264, -1.630, -4.265], [-0.837, -1.240, -3.002], [-0.803, 0.471, -2.343], [-2.573, 0.857, -2.075], [-3.426, -0.114, -1.554], [-4.755, 0.186, -1.297], [-5.236, 1.470, -1.514], [-4.379, 2.453, -1.988], [-3.055, 2.151, -2.269], [-0.443, 1.384, -3.887], [0.873, 1.748, -4.145], [1.212, 2.336, -5.356], [0.243, 2.562, -6.321], [-1.074, 2.204, -6.067], [-1.418, 1.615, -4.862], [0.083, -4.264, -1.773], [-0.767, -4.971, -4.001], [-1.560, -3.271, -5.608], [-1.612, -0.891, -4.974], [-3.040, -1.106, -1.348], [-5.420, -0.587, -0.932], [-6.274, 1.707, -1.316], [-4.749, 3.459, -2.150], [-2.389, 2.925, -2.633], [1.627, 1.597, -3.389], [2.242, 2.611, -5.549], [0.509, 3.003, -7.273], [-1.837, 2.376, -6.817], [-2.450, 1.346, -4.678], [-0.134, -2.217, 4.638], [-0.858, -1.782, 3.493], [-0.249, -1.115, 2.512], [-0.879, -0.702, 1.567], [1.071, -0.853, 2.617], [1.592, -0.178, 1.511], [-0.883, -2.596, 5.326], [0.404, -1.394, 5.111], [0.561, -3.021, 4.386], [1.668, -1.442, 3.174], [2.122, -0.785, 0.897], [2.162, 0.608, 1.796], [-4.350, 5.315, 0.858], [-3.023, 5.513, 0.629], [-2.474, 7.074, 0.420], [-2.150, 4.352, 0.617], [-2.612, 3.070, 0.945], [-1.789, 1.979, 0.791], [-0.517, 2.057, 0.371], [-0.045, 3.291, 0.138], [-0.804, 4.433, 0.240], [-4.929, 6.119, 0.676], [-4.744, 4.429, 0.574], [-3.615, 2.917, 1.317], [-2.161, 0.990, 1.018], [0.994, 3.346, -0.161], [-0.376, 5.395, 0.002], [5.415, 3.705, 1.616], [4.511, 3.472, 0.441], [4.239, 4.486, -0.473], [3.370, 4.167, -1.500], [2.844, 2.957, -1.643], [3.183, 2.021, -0.742], [2.626, 0.382, -0.973], [3.979, 2.259, 0.317], [6.111, 4.518, 1.413], [5.964, 2.796, 1.849], [4.818, 3.979, 2.488], [4.687, 5.466, -0.381], [3.079, 4.897, -2.251]], "lowdin_spin": [1.019, 0.025, -0.016, -0.007, -0.002, 0.000, -0.002, -0.001, -0.005, -0.015, -0.003, -0.003, 0.000, -0.002, 0.000, -0.002, 0.000, 0.000, 0.000, 0.000, 0.000, 0.000, 0.000, 0.000, 0.000, 0.000, 0.000, 0.000, 0.000, 0.000, 0.000, 0.000, 0.000, 0.000, 0.000, 0.000, 0.000, 0.000, 0.000, -0.001, 0.001, 0.009, 0.000, 0.000, 0.000, 0.000, 0.001, 0.001, 0.000, 0.000, 0.004, 0.004, -0.002, 0.002, 0.004, 0.007, -0.001, 0.000, 0.000, 0.000, -0.001, 0.001, 0.000, 0.000, 0.000, -0.004, 0.000, -0.004, 0.000, -0.001, -0.004, 0.000, 0.000, 0.000, 0.000, 0.000], "multiplicity": 2, "relative_energy_ev": 1.619, "molar_mass_g_mol": 697.69}

***

{"formula": "C19H30N4O11Pd", "method": "wB97M-V/def2-TZVPD", "elements": ["Pd", "C", "C", "C", "O", "C", "C", "C", "O", "O", "O", "H", "H", "C", "O", "O", "O", "C", "O", "N", "C", "C", "H", "H", "H", "H", "H", "H", "H", "C", "O", "N", "C", "C", "H", "H", "H", "H", "H", "H", "H", "C", "O", "N", "C", "C", "H", "H", "H", "H", "H", "H", "H", "C", "O", "N", "C", "C", "H", "H", "H", "H", "H", "H", "H"], "xyz": [[0.540, -1.009, -0.168], [3.316, -0.557, 3.395], [4.184, -0.007, 4.497], [4.230, 1.597, 4.619], [5.050, 2.067, 5.415], [3.387, 2.351, 3.686], [2.695, 1.751, 2.662], [2.670, 0.236, 2.532], [1.901, -0.449, 1.750], [2.052, 2.533, 1.847], [4.923, -0.721, 5.273], [3.244, -1.634, 3.368], [3.385, 3.429, 3.756], [1.859, -3.192, -0.823], [2.487, -4.274, -0.871], [0.753, -3.229, -0.334], [2.264, -2.041, -0.973], [-2.033, -2.027, 1.621], [-0.870, -1.690, 1.453], [-2.812, -1.545, 2.596], [-4.228, -1.895, 2.693], [-2.307, -0.557, 3.574], [-2.581, -2.735, 0.981], [-4.819, -1.009, 2.461], [-4.517, -2.207, 3.696], [-4.511, -2.686, 1.998], [-1.444, -0.087, 3.102], [-2.808, 0.318, 3.988], [-1.889, -0.990, 4.483], [2.208, 1.661, -1.569], [1.409, 0.872, -1.064], [2.861, 1.467, -2.715], [3.976, 2.363, -3.048], [2.591, 0.323, -3.558], [2.510, 2.546, -0.987], [4.884, 1.765, -3.120], [4.187, 3.097, -2.271], [3.798, 2.868, -3.998], [2.017, -0.426, -3.012], [2.174, 0.650, -4.511], [3.544, -0.119, -3.848], [-1.515, -1.737, -2.534], [-0.640, -1.053, -1.980], [-1.621, -1.993, -3.861], [-2.625, -2.931, -4.419], [-0.663, -1.383, -4.779], [-2.341, -2.194, -1.967], [-3.193, -2.451, -5.216], [-3.282, -3.407, -3.691], [-2.063, -3.707, -4.939], [-0.324, -2.205, -5.408], [-1.074, -0.631, -5.453], [0.296, -1.132, -4.325], [-1.187, 1.766, 0.477], [-0.958, 0.589, 0.086], [-2.404, 2.285, 0.739], [-2.622, 3.652, 1.241], [-3.610, 1.423, 0.613], [-0.418, 2.528, 0.678], [-1.693, 4.192, 1.425], [-3.118, 3.747, 2.207], [-3.234, 4.287, 0.600], [-4.139, 1.388, 1.566], [-4.376, 1.800, -0.064], [-3.475, 0.357, 0.429]], "lowdin_spin": [1.361, 0.001, 0.000, 0.000, 0.000, 0.000, 0.000, 0.005, 0.040, 0.000, -0.001, 0.000, 0.000, 0.013, 0.070, 0.221, 0.200, 0.002, -0.002, 0.002, 0.000, 0.000, 0.000, 0.000, 0.000, 0.000, 0.000, 0.000, 0.000, 0.001, 0.012, 0.000, 0.000, 0.000, 0.000, 0.000, 0.000, 0.000, 0.000, 0.000, 0.000, 0.014, 0.029, 0.007, 0.001, 0.000, 0.000, 0.000, 0.000, 0.000, 0.000, 0.000, 0.000, 0.004, 0.018, 0.002, 0.000, 0.000, 0.000, 0.000, 0.000, 0.000, 0.000, 0.000, 0.000], "multiplicity": 3, "relative_energy_ev": 0.758, "molar_mass_g_mol": 596.89, "charge": -2}

***

{"formula": "C45H63GeN4O3S5Ti", "method": "wB97M-V/def2-TZVPD", "elements": ["Ti", "C", "C", "N", "N", "C", "S", "S", "C", "C", "C", "C", "C", "C", "C", "C", "C", "C", "C", "C", "C", "O", "H", "H", "H", "H", "H", "H", "H", "H", "H", "H", "H", "H", "H", "H", "O", "S", "C", "C", "C", "C", "S", "O", "C", "C", "C", "C", "C", "C", "C", "C", "C", "C", "C", "C", "H", "H", "H", "H", "H", "H", "H", "H", "H", "H", "H", "H", "H", "H", "H", "H", "H", "H", "C", "C", "C", "C", "N", "C", "S", "N", "C", "C", "C", "C", "H", "H", "H", "H", "H", "H", "H", "H", "H", "H", "H", "H", "H", "H", "H", "H", "H", "H", "H", "H", "C", "Ge", "C", "C", "C", "H", "H", "H", "H", "H", "H", "H", "H", "H", "H", "H"], "xyz": [[-0.745, -0.255, -0.017], [-0.490, 2.836, 2.898], [-0.058, 1.650, 2.092], [-0.962, 0.813, 1.636], [-2.235, 1.012, 2.069], [-3.188, 0.305, 1.557], [-3.092, -0.846, 0.304], [-4.797, 0.596, 2.242], [-4.444, 0.273, 4.007], [-3.842, -1.080, 4.244], [-4.228, -2.186, 3.494], [-3.732, -3.442, 3.791], [-2.856, -3.611, 4.850], [-2.451, -2.511, 5.587], [-2.924, -1.250, 5.273], [1.356, 1.412, 1.874], [2.330, 2.140, 2.581], [3.673, 1.879, 2.435], [4.105, 0.897, 1.550], [3.185, 0.154, 0.844], [1.809, 0.385, 0.995], [0.956, -0.355, 0.332], [-1.555, 2.999, 2.747], [0.059, 3.720, 2.587], [-0.316, 2.657, 3.957], [-5.425, 0.335, 4.486], [-3.811, 1.073, 4.387], [-4.932, -2.058, 2.684], [-4.047, -4.294, 3.208], [-2.504, -4.596, 5.116], [-1.775, -2.634, 6.420], [-2.601, -0.396, 5.852], [2.024, 2.919, 3.258], [4.393, 2.440, 3.010], [5.161, 0.720, 1.426], [3.488, -0.610, 0.143], [-0.746, -1.971, 1.647], [-0.667, -3.061, 2.665], [0.677, -4.136, 1.976], [0.072, -4.920, 0.811], [0.855, -4.776, -0.494], [0.771, -3.383, -1.094], [-0.948, -2.916, -1.553], [-0.884, -1.407, -1.461], [-0.880, -3.132, -3.347], [-1.958, -3.729, -3.981], [-2.001, -3.760, -5.368], [-0.964, -3.214, -6.105], [0.111, -2.621, -5.464], [0.150, -2.564, -4.080], [0.338, -2.453, 4.047], [0.612, -3.308, 5.101], [1.377, -2.853, 6.161], [1.847, -1.548, 6.171], [1.540, -0.691, 5.128], [0.782, -1.148, 4.062], [1.044, -4.776, 2.774], [1.471, -3.459, 1.661], [-0.950, -4.566, 0.637], [0.008, -5.974, 1.082], [0.481, -5.506, -1.214], [1.906, -5.008, -0.315], [1.412, -3.297, -1.968], [1.047, -2.602, -0.379], [-2.760, -4.152, -3.396], [-2.850, -4.195, -5.872], [-0.995, -3.233, -7.184], [0.918, -2.194, -6.042], [0.959, -2.051, -3.574], [0.234, -4.319, 5.100], [1.602, -3.518, 6.980], [2.455, -1.202, 6.992], [1.884, 0.330, 5.133], [0.538, -0.504, 3.233], [3.422, -0.401, -5.932], [2.690, 0.401, -7.002], [2.099, 1.723, -6.507], [0.768, 1.589, -5.758], [0.861, 0.925, -4.470], [1.708, 1.135, -3.442], [2.091, -0.170, -2.464], [2.281, 2.318, -3.166], [1.786, 3.646, -3.456], [2.893, 4.592, -3.939], [3.453, 5.501, -2.846], [4.215, 4.759, -1.754], [3.912, -1.259, -6.384], [2.755, -0.764, -5.156], [4.184, 0.209, -5.455], [1.893, -0.198, -7.447], [3.400, 0.629, -7.799], [1.904, 2.356, -7.375], [2.831, 2.230, -5.876], [0.071, 0.997, -6.355], [0.316, 2.580, -5.653], [0.523, -0.026, -4.476], [2.932, 2.269, -2.393], [1.316, 4.056, -2.553], [1.014, 3.568, -4.214], [2.488, 5.226, -4.729], [3.700, 4.000, -4.375], [2.632, 6.066, -2.397], [4.123, 6.221, -3.321], [3.561, 4.107, -1.178], [4.656, 5.475, -1.065], [5.017, 4.163, -2.183], [-2.497, -0.010, -3.665], [-2.526, 1.507, -2.354], [-4.304, 1.618, -1.472], [-2.334, 3.217, -3.392], [-0.991, 1.498, -1.099], [-3.317, -0.697, -3.480], [-1.569, -0.562, -3.584], [-2.590, 0.358, -4.681], [-4.986, 2.137, -2.137], [-4.259, 2.171, -0.537], [-4.718, 0.639, -1.258], [-2.943, 3.209, -4.289], [-1.304, 3.397, -3.683], [-2.660, 4.053, -2.780], [-1.084, 2.408, -0.488], [-0.080, 1.616, -1.697]], "mulliken_charge": [-0.747, -2.269, 1.367, 1.415, -1.720, 0.709, -0.657, -0.156, -0.892, 0.478, -0.304, -0.595, -0.648, -0.379, -0.453, 0.076, -1.106, -1.112, -0.864, -0.854, 1.276, 1.072, 0.465, 0.479, 0.362, 0.456, 0.305, 0.458, 0.500, 0.438, 0.450, 0.407, 0.526, 0.508, 0.489, 0.429, 0.665, 0.198, -0.691, -0.814, -1.399, 1.136, 0.500, -0.617, 0.551, -0.568, -0.824, -0.689, -0.537, -0.189, 0.280, -0.695, -0.820, -0.816, -0.540, 0.025, 0.880, 0.241, 0.438, 0.470, 0.435, 0.393, 0.691, -0.922, 0.544, 0.425, 0.455, 0.432, 0.010, 0.431, 0.447, 0.426, 0.549, 0.288, -0.820, -0.654, -0.126, -1.038, 0.958, -0.720, -0.252, 0.483, -0.131, -1.178, -0.613, -0.883, 0.439, -0.059, 0.357, 0.287, 0.382, 0.550, -0.192, 0.635, 0.233, -0.868, 0.200, 0.544, -0.088, 0.396, 0.335, 0.331, 0.400, 0.049, 0.396, 0.292, -0.720, 1.165, -1.598, -0.990, 0.522, 0.475, -0.568, 0.553, 0.544, 0.404, 0.423, 0.398, 0.028, 0.396, 0.776, -1.152], "multiplicity": 1, "molar_mass_g_mol": 988.84, "charge": 1, "total_energy_ha": -7114.4474}

***

{"formula": "C26H64N10O9P2", "method": "wB97M-V/def2-TZVPD", "elements": ["H", "N", "C", "C", "C", "P", "C", "C", "N", "P", "N", "O", "O", "H", "H", "H", "H", "H", "H", "H", "H", "H", "H", "H", "H", "H", "H", "C", "N", "C", "C", "O", "H", "H", "H", "H", "H", "H", "H", "C", "N", "C", "C", "O", "H", "H", "H", "H", "H", "H", "H", "C", "N", "C", "C", "O", "H", "H", "H", "H", "H", "H", "H", "C", "N", "C", "C", "O", "H", "H", "H", "H", "H", "H", "H", "C", "N", "C", "C", "O", "H", "H", "H", "H", "H", "H", "H", "C", "N", "C", "C", "O", "H", "H", "H", "H", "H", "H", "H", "C", "N", "C", "C", "O", "H", "H", "H", "H", "H", "H", "H"], "xyz": [[2.590, -0.809, -0.092], [1.716, -1.280, 0.145], [0.777, -0.889, -0.616], [-0.615, -1.433, -0.422], [0.928, 0.126, -1.730], [2.342, -0.211, -2.891], [1.811, 0.799, -4.341], [0.942, 0.031, -5.348], [1.275, -1.390, -5.441], [4.053, 0.944, -2.280], [5.073, 1.050, -3.438], [3.562, 2.393, -1.764], [4.526, 0.245, -0.904], [-0.791, -2.263, -1.113], [-1.349, -0.659, -0.658], [-0.770, -1.793, 0.593], [0.038, 0.122, -2.363], [0.977, 1.136, -1.308], [2.728, 1.174, -4.802], [1.221, 1.644, -3.988], [1.030, 0.550, -6.311], [-0.100, 0.101, -5.029], [0.529, -1.896, -5.900], [2.121, -1.546, -5.977], [5.974, 0.618, -3.282], [4.236, 3.037, -2.019], [4.647, -0.720, -1.002], [-1.008, 5.552, -3.217], [-1.449, 4.219, -3.554], [-2.616, 4.031, -4.408], [-0.844, 3.121, -3.083], [-1.192, 1.983, -3.363], [-1.792, 6.106, -2.697], [-0.730, 6.111, -4.114], [-0.136, 5.490, -2.566], [-3.374, 3.459, -3.872], [-2.355, 3.489, -5.315], [-3.014, 5.002, -4.691], [-0.005, 3.334, -2.397], [-0.637, -2.304, 5.491], [-0.598, -2.585, 4.071], [0.593, -2.213, 3.322], [-1.613, -3.168, 3.413], [-1.598, -3.422, 2.219], [-0.528, -1.232, 5.671], [0.171, -2.812, 6.014], [-1.588, -2.632, 5.908], [0.360, -1.501, 2.531], [1.035, -3.084, 2.836], [1.310, -1.779, 4.014], [-2.475, -3.404, 4.060], [4.220, -5.776, -2.743], [4.217, -4.433, -2.220], [3.070, -3.558, -2.391], [5.255, -3.898, -1.555], [5.276, -2.753, -1.122], [4.094, -5.776, -3.828], [3.418, -6.374, -2.305], [5.173, -6.251, -2.508], [3.391, -2.662, -2.913], [2.692, -3.244, -1.417], [2.277, -4.047, -2.953], [6.108, -4.586, -1.437], [-7.540, 4.272, -4.832], [-6.479, 3.834, -5.706], [-6.461, 2.461, -6.176], [-5.471, 4.644, -6.076], [-4.543, 4.302, -6.786], [-7.550, 3.686, -3.910], [-8.516, 4.183, -5.316], [-7.379, 5.318, -4.572], [-5.556, 1.955, -5.838], [-6.485, 2.422, -7.265], [-7.331, 1.945, -5.775], [-5.546, 5.654, -5.637], [-5.613, 0.451, -0.096], [-5.027, 1.239, -1.159], [-3.583, 1.431, -1.169], [-5.781, 1.790, -2.126], [-5.360, 2.477, -3.040], [-5.410, 0.897, 0.881], [-5.219, -0.567, -0.096], [-6.692, 0.404, -0.235], [-3.337, 2.494, -1.122], [-3.125, 1.034, -2.074], [-3.170, 0.927, -0.298], [-6.855, 1.563, -2.009], [3.330, -2.912, 8.844], [1.932, -3.168, 9.107], [1.535, -4.395, 9.770], [0.969, -2.298, 8.737], [-0.221, -2.486, 8.917], [3.760, -3.687, 8.205], [3.907, -2.870, 9.771], [3.422, -1.961, 8.324], [0.870, -4.983, 9.137], [1.004, -4.182, 10.698], [2.429, -4.976, 9.990], [1.363, -1.402, 8.236], [3.200, 2.447, 5.605], [3.167, 1.011, 5.436], [4.038, 0.386, 4.451], [2.348, 0.223, 6.153], [2.292, -0.990, 6.035], [2.933, 2.957, 4.678], [4.192, 2.784, 5.911], [2.485, 2.733, 6.375], [3.456, -0.147, 3.699], [4.708, -0.330, 4.926], [4.624, 1.162, 3.964], [1.711, 0.781, 6.861]], "mulliken_charge": [0.185, -0.473, 0.318, -0.435, -0.227, 0.210, -0.713, -0.671, -0.463, 0.918, -0.877, -0.499, -0.468, 0.325, -0.121, -0.013, 0.135, 0.432, 0.832, -0.149, 0.356, 0.245, 0.208, 0.197, 0.242, 0.313, 0.346, -0.989, 0.287, -0.907, 0.078, -0.613, 0.352, 0.336, 0.327, 0.213, 0.277, 0.427, 0.251, -0.810, 0.224, -0.490, 0.082, -0.600, 0.220, 0.300, 0.293, 0.045, 0.317, 0.060, 0.277, -0.909, 0.244, -0.677, -0.025, -0.597, 0.323, 0.321, 0.291, 0.115, 0.233, 0.362, 0.232, -0.800, 0.208, -0.982, 0.088, -0.612, 0.194, 0.349, 0.286, 0.241, 0.340, 0.380, 0.307, -0.949, 0.203, -0.880, 0.032, -0.573, 0.324, 0.338, 0.309, 0.265, 0.292, 0.352, 0.231, -0.792, 0.119, -0.964, 0.301, -0.633, 0.327, 0.371, 0.161, 0.299, 0.285, 0.394, 0.094, -0.923, 0.140, -0.891, 0.145, -0.570, 0.352, 0.344, 0.287, 0.230, 0.281, 0.394, 0.279], "multiplicity": 1, "molar_mass_g_mol": 722.81, "smiles": "[H]/N=C(/C)CP(CCN)P(=N)(O)O.CN(C)C=O.CN(C)C=O.CN(C)C=O.CN(C)C=O.CN(C)C=O.CN(C)C=O.CN(C)C=O", "total_energy_ha": -2936.5715}

***

{"formula": "C4H3NOS", "method": "wB97M-V/def2-TZVPD", "elements": ["C", "C", "C", "N", "O", "C", "S", "H", "H", "H"], "xyz": [[-3.136, 0.016, -0.019], [-1.941, 0.157, -0.015], [-0.511, 0.177, 0.016], [0.086, 1.338, -0.009], [1.475, 1.219, 0.014], [1.986, -0.117, -0.014], [0.512, -1.241, 0.000], [-4.179, -0.107, 0.115], [2.627, -0.247, -0.905], [2.579, -0.296, 0.921]], "mulliken_charge": [0.330, -0.506, 0.094, -0.273, -0.209, -0.265, -0.125, 0.435, 0.268, 0.249], "multiplicity": 1, "relative_energy_ev": 2.998, "molar_mass_g_mol": 113.14, "smiles": "C#CC1=NOCS1"}

***

> Look up the multiplicity of the third one.

1

***

> What is the multiplicity in the first record?

2

***

> Which value of multiplicity does entry 4 give?

1